Entry from the OMol25 dataset: 2 unconnected molecules or ions with the total composition C3H8NO at a distorted geometry (ωB97M-V/def2-TZVPD).

Calculated values
DFT total energy in eV: -6756.620
HOMO-LUMO gap (alpha / beta) in eV: 13.033 / 9.268
Multiplicity: 2
F_max in eV/A: 1.95
E_LUMO (alpha / beta) in Eh: -0.3775 / -0.5104
HOMO energy (alpha / beta) in eV: -23.3 / -23.2
Total charge: +2

Last column: natural (NBO) charge in e.
CARTESIAN COORDINATES (ANGSTROEM)
1 C -0.88839 -1.86522 0.96913  0.149
2 N 0.05843 -2.69042 1.15410  -0.555
3 H -1.51892 -1.91405 0.08578  0.242
4 H -1.06174 -1.06259 1.67207  0.236
5 H 0.57375 -2.73026 2.03374  0.462
6 H 0.22673 -3.47634 0.52717  0.462
7 O -0.06060 0.29285 -0.33972  -0.058
8 C -0.24749 1.43068 -0.75555  0.487
9 C 0.84419 2.37586 -1.07046  -0.737
10 H -1.32469 1.68369 -0.82242  0.324
11 H 1.37655 2.77347 -0.18784  0.349
12 H 1.61587 1.94406 -1.71782  0.330
13 H 0.40631 3.23827 -1.54817  0.308